Record 1
# C35H79N9O6

A 7-piece molecular cluster, C35H79N9O6 overall (ωB97M-V/def2-TZVPD, the Open Molecules 2025 dataset).

The geometry in ORCA input format:
```
! RIJCOSX wB97M-V def2-TZVPD def2/J DEFGRID3
* xyz 0 1
C 0.64920 -1.09720 -0.76543
C 0.49856 -2.67174 -0.22176
C -1.01436 -3.03391 0.29580
N -1.41894 -2.38787 1.60245
C -0.37317 -2.59894 2.69686
C 0.32966 -4.05539 2.88331
N 1.37839 -4.43008 3.89367
C 1.68728 -3.21684 4.72397
C 2.87393 -3.39457 5.88468
C 3.33322 -2.16586 6.90638
C 2.62597 -0.66662 6.78331
C 1.45399 -0.52018 5.62642
C 0.98968 -1.75254 4.61235
N -0.06058 -1.43062 3.58769
H 0.45698 -0.30477 0.07673
H -0.00784 -0.92983 -1.73645
H 1.77952 -0.99674 -1.13560
H 0.68574 -3.33937 -1.19343
H 1.35952 -2.95885 0.53086
H -1.19022 -4.21323 0.26811
H -1.75939 -2.60312 -0.53130
H -1.66893 -1.38118 1.48933
H -0.02337 -4.91905 2.13845
H 3.45729 -4.41345 6.02291
H 4.19720 -2.35567 7.70784
H 2.91622 0.26012 7.44888
H 0.95260 0.53140 5.50257
C 1.06576 -3.27654 -7.24808
O -0.13590 -3.18264 -6.49839
C -0.28340 -4.18719 -5.49082
C 0.47587 -3.88506 -4.17655
C 1.98039 -4.12770 -4.27157
N 0.24282 -2.50537 -3.72442
H 1.38076 -4.31303 -7.39789
H 1.85506 -2.70268 -6.76042
H 0.89015 -2.82388 -8.22792
H -1.35482 -4.21611 -5.25919
H -0.02532 -5.17598 -5.88649
H 0.08791 -4.56710 -3.41047
H 2.50336 -3.33399 -4.81205
H 2.42179 -4.17061 -3.26887
H 2.19423 -5.07959 -4.76909
H -0.75748 -2.37829 -3.56670
H 0.44242 -1.88801 -4.51710
C -0.67441 1.99919 -3.17404
O -0.99055 0.65775 -3.51379
C -2.37066 0.31756 -3.35371
C -3.27331 0.75341 -4.53283
C -3.58882 2.24736 -4.53978
N -2.68337 0.38445 -5.82825
H -1.28084 2.37008 -2.34298
H -0.78818 2.64176 -4.04828
H 0.37737 2.03465 -2.87686
H -2.39896 -0.77720 -3.29758
H -2.75382 0.68675 -2.39572
H -4.22769 0.22369 -4.42735
H -2.75142 2.85470 -4.89402
H -4.43327 2.45364 -5.20796
H -3.86526 2.59524 -3.53882
H -2.56640 -0.62903 -5.85667
H -1.72219 0.73856 -5.83633
C -2.54758 -3.23708 -12.23696
O -2.39055 -4.11099 -11.12949
C -1.59681 -3.57880 -10.06515
C -2.36371 -2.62815 -9.11479
C -2.60060 -1.23881 -9.70225
N -3.65552 -3.20031 -8.70719
H -1.65698 -2.62737 -12.41320
H -3.42323 -2.60319 -12.09024
H -2.73045 -3.84652 -13.12632
H -1.27106 -4.44652 -9.47916
H -0.68676 -3.10950 -10.45557
H -1.74819 -2.49688 -8.21675
H -3.40484 -1.22445 -10.44291
H -2.88760 -0.53625 -8.91097
H -1.69184 -0.85214 -10.17551
H -3.48374 -4.08361 -8.22565
H -4.14591 -3.48246 -9.56115
C 6.03260 0.88884 7.10665
O 5.33517 2.10054 7.35206
C 6.00298 3.27292 6.87707
C 5.80558 3.54872 5.36709
C 6.64356 2.64369 4.46698
N 4.39233 3.43184 4.97809
H 7.11716 1.01539 7.16737
H 5.74761 0.48522 6.13402
H 5.72669 0.16227 7.86450
H 5.55891 4.10882 7.43072
H 7.06487 3.25211 7.14691
H 6.12925 4.57923 5.17776
H 6.23410 1.63317 4.38459
H 6.68355 3.05194 3.45021
H 7.67236 2.56774 4.83458
H 3.84942 4.11041 5.51327
H 4.05596 2.52784 5.32300
C -3.06768 1.07062 8.20804
O -3.58741 2.12881 7.41749
C -2.85186 2.38614 6.21799
C -3.19639 1.43666 5.04545
C -2.58163 0.04601 5.18570
N -4.65016 1.30022 4.87171
H -1.97637 1.01655 8.16219
H -3.51171 0.12282 7.90043
H -3.36138 1.24753 9.24643
H -3.12769 3.40375 5.91662
H -1.77465 2.40378 6.41835
H -2.78212 1.88078 4.13237
H -3.11086 -0.57912 5.91007
H -2.61765 -0.48321 4.22616
H -1.53160 0.10948 5.49023
H -5.04367 2.22200 4.67910
H -5.04380 1.05596 5.78533
C 1.52294 6.00174 3.87983
O 0.19011 6.44147 3.66758
C -0.41247 5.94321 2.46980
C -0.98129 4.50928 2.59378
C 0.09149 3.42303 2.56764
N -1.78855 4.35321 3.81290
H 2.07652 5.89007 2.94332
H 1.52172 5.06471 4.43849
H 2.03228 6.74858 4.49516
H -1.25040 6.61852 2.25939
H 0.27638 6.03099 1.62208
H -1.63201 4.33949 1.72757
H 0.63339 3.34111 3.51380
H -0.36454 2.44393 2.37926
H 0.81936 3.60873 1.77073
H -2.56382 5.01605 3.77793
H -1.22117 4.68678 4.59784
*
```

Values from the calculation:
Kohn-Sham gap (Eh): 0.259
Electronic energy (eV): -63256.7359
LUMO level (eV): -1.006
SMILES: CCCNc1cnc2ccccc2n1.COC[C@@H](C)N.COC[C@@H](C)N.COC[C@@H](C)N.COC[C@@H](C)N.COC[C@@H](C)N.COC[C@@H](C)N
Highest occupied orbital energy (eV): -8.05

---

Record 2
# C35H80N4O7

A 6-piece molecular cluster, C35H80N4O7 overall (ωB97M-V/def2-TZVPD, the Open Molecules 2025 dataset).

The geometry in ORCA input format:
```
! RIJCOSX wB97M-V def2-TZVPD def2/J DEFGRID3
* xyz 0 1
C 1.09261 5.94714 3.84499
C -0.12037 5.03669 4.50471
C -0.21702 5.47115 5.98158
C -1.45311 5.45861 3.94684
C -1.84798 4.88493 2.56667
C -1.66176 3.35805 2.69643
C -0.21068 2.93960 3.14325
C -0.41977 1.37832 3.36518
C 0.75270 3.28398 1.98661
N 0.09692 3.58302 4.43878
O 1.26176 3.18286 5.11510
H 1.01460 6.97131 4.20982
H 2.03956 5.51271 4.16538
H 1.10427 5.81679 2.76287
H -0.28494 6.55877 5.95774
H -1.10576 5.07013 6.46884
H 0.64229 5.14242 6.56606
H -2.37309 5.32233 4.51531
H -1.45519 6.50781 3.65142
H -2.90552 5.12846 2.46466
H -1.45104 5.46947 1.73670
H -2.05645 2.80144 1.84643
H -2.31421 3.05453 3.51514
H 0.48749 0.96377 3.80462
H -0.49494 0.95877 2.36197
H -1.15373 1.06032 4.10563
H 1.77314 3.01606 2.26051
H 0.69780 4.32712 1.67525
H 0.57711 2.66657 1.10566
H 1.06525 2.28700 5.39867
C -6.20097 1.55748 -3.37162
C -4.82041 2.19768 -3.55848
C -4.73315 2.65494 -5.01230
C -4.65277 3.39772 -2.56533
C -3.21815 3.91662 -2.41015
C -2.28697 2.83591 -1.93203
C -2.36881 1.57295 -2.86304
C -1.43934 1.63041 -4.06651
C -1.83013 0.41801 -1.95826
N -3.77099 1.21058 -3.19893
O -3.88605 0.05362 -3.94468
H -6.46404 1.23436 -2.36441
H -6.98732 2.24134 -3.69113
H -6.25415 0.60944 -3.90686
H -3.90951 3.36884 -5.00357
H -4.49980 1.86664 -5.72800
H -5.47637 3.29190 -5.49190
H -5.41513 4.16437 -2.70375
H -4.98490 2.86616 -1.67357
H -2.84748 4.25650 -3.37720
H -3.28249 4.72892 -1.68619
H -2.47691 2.51234 -0.90864
H -1.23392 3.10759 -1.85858
H -1.59608 0.86037 -4.82187
H -0.39733 1.68014 -3.75052
H -1.75382 2.43596 -4.73005
H -0.99404 0.85545 -1.41264
H -1.47379 -0.46385 -2.49067
H -2.51228 0.15024 -1.15138
H -3.65460 0.46331 -4.78145
C -4.55041 0.36416 1.80423
C -4.88255 -1.06914 1.34287
C -5.63892 -1.67019 2.51639
C -5.76862 -0.99475 0.02618
C -5.72043 -2.19445 -0.89616
C -4.26005 -2.62341 -1.19893
C -3.49513 -3.02478 0.12680
C -3.97780 -4.32956 0.69146
C -1.99275 -3.26471 -0.19611
N -3.63865 -1.92357 1.12978
O -2.77579 -2.16563 2.25626
H -3.61345 0.74150 1.39458
H -5.38441 1.06573 1.78622
H -4.20600 0.48048 2.83183
H -5.70224 -2.75819 2.49772
H -5.10924 -1.38273 3.42464
H -6.60608 -1.17359 2.59438
H -6.82166 -0.77440 0.20123
H -5.44222 -0.07108 -0.45173
H -6.37887 -2.96101 -0.48759
H -6.14036 -1.88772 -1.85412
H -3.73764 -1.73602 -1.55631
H -4.15217 -3.36054 -1.99460
H -5.06586 -4.30009 0.74950
H -3.58128 -4.37056 1.70594
H -3.73371 -5.20076 0.08356
H -1.28717 -3.44529 0.61484
H -1.62095 -2.40424 -0.75239
H -1.93975 -4.09172 -0.90417
H -3.21824 -2.84854 2.76564
C 4.80877 -3.92444 -0.07373
O 6.07879 -4.21494 -0.60992
C 7.03836 -4.56270 0.36781
C 8.15971 -5.36368 -0.37493
N 8.54901 -4.77557 -1.68547
C 9.10922 -5.73390 -2.64117
C 10.56063 -5.35115 -2.96592
O 11.14696 -6.42627 -3.79130
C 12.32683 -6.18060 -4.43775
H 4.00018 -3.96098 -0.80377
H 4.97847 -2.95365 0.39196
H 4.45803 -4.36453 0.85976
H 6.75015 -5.11661 1.26125
H 7.47793 -3.62120 0.69714
H 7.77598 -6.37887 -0.47612
H 9.04490 -5.48447 0.24952
H 7.77146 -4.31822 -2.13972
H 8.43252 -5.71467 -3.49546
H 9.08865 -6.71838 -2.17377
H 10.91578 -5.06416 -1.97617
H 10.46598 -4.41230 -3.51155
H 12.34249 -5.26348 -5.02661
H 12.32647 -6.91524 -5.24299
H 13.19150 -6.33993 -3.79350
C 4.72906 1.14608 1.63414
O 4.47649 0.48926 0.44614
H 5.66475 1.68570 1.48789
H 4.00696 1.94183 1.81709
H 4.71683 0.46146 2.48222
H 4.83368 1.02670 -0.26462
C 1.26402 -0.86308 -0.09151
O 2.50900 -1.58306 0.03397
H 1.06654 -0.43964 -1.07629
H 0.30213 -1.28783 0.19563
H 1.26514 -0.00069 0.57512
H 3.15034 -0.87845 0.15147
*
```

Values from the calculation:
Kohn-Sham gap (Eh): 0.311
Electronic energy (eV): -57875.4018
LUMO level (eV): 0.442
SMILES: CC1(C)CCCC(C)(C)N1O.CC1(C)CCCC(C)(C)N1O.CC1(C)CCCC(C)(C)N1O.COCCNCCOC.CO.CO
Highest occupied orbital energy (eV): -8.03